Record 1
A molecular structure, C32H26Cl4N4O2RhS4 at a distorted geometry, computed with ωB97M-V with the def2-TZVPD basis set.

ORCA input file:
```
! wB97M-V def2-TZVPD RIJCOSX def2/J DEFGRID3
* xyz 1 5
Rh -1.346 0.287 -1.563
S -1.353 0.148 0.730
C 0.335 0.067 1.133
N 0.712 -0.222 2.396
C 2.127 -0.384 2.676
C 2.922 0.629 1.872
N 2.592 0.498 0.460
C 3.699 0.363 -0.481
C 4.402 -0.962 -0.293
C 3.700 -2.148 -0.490
C 4.327 -3.368 -0.300
C 5.659 -3.414 0.088
C 6.363 -2.236 0.283
C 5.735 -1.013 0.096
C 1.299 0.297 0.141
S 0.800 0.394 -1.552
C -0.222 -0.356 3.508
C -0.125 0.824 4.445
C -0.386 2.108 3.973
C -0.280 3.199 4.819
C 0.088 3.016 6.146
C 0.347 1.742 6.622
C 0.244 0.648 5.772
H 2.449 -1.399 2.417
H 2.287 -0.224 3.741
H 3.990 0.460 1.993
H 2.679 1.642 2.206
H 4.392 1.190 -0.312
H 3.308 0.458 -1.492
H 2.661 -2.116 -0.798
H 3.778 -4.287 -0.459
H 6.147 -4.368 0.235
H 7.402 -2.267 0.583
H 6.288 -0.093 0.245
H 0.006 -1.282 4.040
H -1.227 -0.453 3.101
H -0.684 2.245 2.939
H -0.490 4.194 4.449
H 0.168 3.869 6.807
H 0.631 1.594 7.655
H 0.444 -0.348 6.148
C -0.747 -2.004 -4.409
C -1.192 -0.614 -4.690
N -1.394 0.314 -3.795
C -1.800 1.513 -4.353
C -1.916 1.479 -5.706
S -1.495 -0.074 -6.292
C -2.034 2.647 -3.468
C -2.404 3.915 -3.798
S -2.526 4.863 -2.380
C -2.052 3.513 -1.419
N -1.837 2.442 -2.129
C -1.914 3.592 0.060
H -0.305 -2.063 -3.418
H -0.025 -2.330 -5.156
H -1.597 -2.688 -4.440
H -2.211 2.274 -6.368
H -2.610 4.320 -4.774
H -2.158 4.587 0.427
H -0.890 3.351 0.349
H -2.576 2.866 0.533
Cl -5.331 -5.473 -1.553
C -4.750 -3.863 -1.555
C -5.680 -2.782 -1.561
Cl -7.355 -3.120 -1.564
C -5.243 -1.474 -1.569
Cl -6.346 -0.160 -1.585
C -3.861 -1.181 -1.568
O -3.408 0.010 -1.593
C -2.896 -2.279 -1.550
O -1.669 -2.007 -1.542
C -3.401 -3.618 -1.551
Cl -2.248 -4.887 -1.557
*
```

Summary:
**Maximum force**: 1.06 eV Å⁻¹

These are the Löwdin partial charges, in e, on atoms 1 to 5: atom 1 (Rh): 0.72, atom 2 (S): 0.76, atom 3 (C): -0.61, atom 4 (N): -0.11, atom 5 (C): -0.09

=====

Record 2
2 unconnected molecules or ions with the total composition C5H8BF2N3O5 at a distorted geometry, computed with ωB97M-V with the def2-TZVPD basis set.

ORCA input file:
```
! wB97M-V def2-TZVPD RIJCOSX def2/J DEFGRID3
* xyz 0 1
N -2.014 0.526 3.716
C -1.191 0.100 2.744
N -0.338 0.885 2.091
C -0.062 0.273 0.754
C -1.095 -0.845 0.746
O -0.863 -1.909 -0.062
N -1.118 -1.149 2.246
H -2.475 1.415 3.627
H -2.156 -0.027 4.544
H -0.519 1.881 2.088
H -0.205 0.976 -0.066
H 0.941 -0.150 0.781
H -2.091 -0.425 0.551
H -1.634 -2.089 -0.616
H -1.825 -1.796 2.566
B 1.645 -0.733 -3.544
O 0.643 0.261 -2.992
C 1.264 1.188 -2.318
O 0.735 2.103 -1.729
C 2.784 0.893 -2.352
O 3.623 1.552 -1.801
O 2.962 -0.200 -3.053
F 1.595 -0.747 -4.917
F 1.393 -1.982 -3.004
*
```

Summary:
**Energy relative to the best compared isomer or geometry (same formula, charge and spin)**: 0.0 kcal per mole
**Maximum force**: 2.01 eV Å⁻¹

These are the Löwdin partial charges, in e, on atoms 1 to 5: atom 1 (N): 0.21, atom 2 (C): -0.41, atom 3 (N): 0.15, atom 4 (C): -0.02, atom 5 (C): -0.35

=====

Record 3
A single C6H10N4 molecule at a distorted geometry, computed with ωB97M-V with the def2-TZVPD basis set.

ORCA input file:
```
! wB97M-V def2-TZVPD RIJCOSX def2/J DEFGRID3
* xyz 0 1
C 1.647 0.671 0.987
C 1.344 -1.272 -0.541
C 0.642 1.294 0.383
C 0.349 -0.638 -1.148
C 2.093 -0.704 0.619
C -0.154 0.661 -0.681
N -3.048 -0.983 1.136
N -1.883 -0.776 0.650
N -2.683 1.295 -0.238
N -1.717 0.326 0.029
H 2.210 1.160 1.772
H 1.678 -2.235 -0.899
H 0.362 2.298 0.670
H -0.155 -1.081 -1.994
H 3.166 -0.689 0.382
H 1.983 -1.365 1.488
H -0.485 1.340 -1.461
H -3.040 -1.897 1.594
H -2.685 2.001 0.502
H -3.588 0.814 -0.216
*
```

Summary:
**SMILES**: [H]/N=N/N(N)C1C=CCC=C1
**Energy relative to the best compared isomer or geometry (same formula, charge and spin)**: 87.9 kcal per mole
**Maximum force**: 4.02 eV Å⁻¹

These are the Löwdin partial charges, in e, on atoms 1 to 5: atom 1 (C): -0.08, atom 2 (C): -0.08, atom 3 (C): -0.08, atom 4 (C): -0.09, atom 5 (C): -0.19

=====

Record 4
A single C16H19N5O2S molecule at a distorted geometry, computed with ωB97M-V with the def2-TZVPD basis set.

ORCA input file:
```
! wB97M-V def2-TZVPD RIJCOSX def2/J DEFGRID3
* xyz 0 1
C -4.410 -2.217 0.387
H -5.239 -1.698 -0.086
H -4.336 -3.221 -0.021
H -4.606 -2.279 1.454
C -3.118 -1.450 0.137
C -2.803 -1.353 -1.357
H -1.973 -0.667 -1.522
H -3.666 -0.963 -1.891
H -2.554 -2.333 -1.758
H -2.291 -1.963 0.652
O -3.305 -0.151 0.682
C -2.213 0.674 0.768
C -0.971 0.271 1.241
C 0.081 1.168 1.313
C -0.084 2.478 0.886
C -1.343 2.896 0.462
C -2.394 2.008 0.409
H -3.366 2.323 0.066
H -1.469 3.922 0.155
O 0.908 3.429 0.871
C 2.237 3.028 0.645
C 2.467 2.465 -0.769
N 2.092 1.079 -0.883
C 2.700 0.044 -0.232
N 3.752 0.099 0.574
C 4.099 -1.083 1.060
N 3.531 -2.249 0.831
C 2.468 -2.319 0.022
C 2.004 -1.134 -0.552
N 0.987 -0.762 -1.404
C 1.025 0.592 -1.599
S -0.011 1.440 -2.539
H 0.265 -1.343 -1.796
N 1.874 -3.533 -0.133
H 1.291 -3.697 -0.935
H 2.394 -4.315 0.227
H 4.951 -1.092 1.724
H 1.867 3.025 -1.491
H 3.529 2.553 -1.013
H 2.818 3.947 0.751
H 2.592 2.305 1.389
H 1.028 0.825 1.703
H -0.806 -0.746 1.568
*
```

Summary:
**SMILES**: CC(C)Oc1ccc(OCCn2c(=S)[nH]c3c(N)ncnc32)cc1
**Energy relative to the best compared isomer or geometry (same formula, charge and spin)**: 0.5 kcal per mole
**Maximum force**: 1.26 eV Å⁻¹

These are the Löwdin partial charges, in e, on atoms 1 to 5: atom 1 (C): -0.04, atom 2 (H): 0.08, atom 3 (H): 0.08, atom 4 (H): 0.08, atom 5 (C): -0.43

=====

Record 5
2 unconnected molecules or ions with the total composition C3H3N2O2 at a distorted geometry, computed with ωB97M-V with the def2-TZVPD basis set.

ORCA input file:
```
! wB97M-V def2-TZVPD RIJCOSX def2/J DEFGRID3
* xyz 1 1
C 1.598 0.308 -0.741
C -1.785 -1.156 1.915
C -0.760 0.774 -1.000
N 2.712 -0.093 -0.696
N 0.458 0.686 -0.782
O -2.352 -1.124 2.899
O -1.169 -1.200 0.939
H -1.235 0.183 -1.771
H -1.070 1.737 -0.663
H 3.604 -0.115 -0.100
*
```

Summary:
**Energy relative to the best compared isomer or geometry (same formula, charge and spin)**: 25.6 kcal per mole
**Maximum force**: 4.64 eV Å⁻¹

These are the Löwdin partial charges, in e, on atoms 1 to 5: atom 1 (C): -0.14, atom 2 (C): -0.41, atom 3 (C): 0.19, atom 4 (N): 0.31, atom 5 (N): 0.14

=====

Record 6
2 unconnected molecules or ions with the total composition C4H3NO3 at a distorted geometry, computed with ωB97M-V with the def2-TZVPD basis set.

ORCA input file:
```
! wB97M-V def2-TZVPD RIJCOSX def2/J DEFGRID3
* xyz 0 1
C -0.765 -2.102 0.236
C 0.031 0.902 -0.682
C 0.360 1.951 0.256
C 0.725 2.879 0.895
H -1.138 -3.194 0.086
H 0.306 -1.742 -1.602
H 1.199 3.307 2.234
N 0.251 -1.599 -0.535
O -1.257 -1.327 1.109
O 0.775 -0.189 -0.250
O -0.488 1.114 -1.747
*
```

Summary:
**Energy relative to the best compared isomer or geometry (same formula, charge and spin)**: 165.0 kcal per mole
**Maximum force**: 8.02 eV Å⁻¹

These are the Löwdin partial charges, in e, on atoms 1 to 5: atom 1 (C): -0.28, atom 2 (C): -0.49, atom 3 (C): -0.09, atom 4 (C): 0.07, atom 5 (H): 0.16

=====

Record 7
A gas-phase ion, C2H7N2 (charge +1), computed with ωB97M-V with the def2-TZVPD basis set.

ORCA input file:
```
! wB97M-V def2-TZVPD RIJCOSX def2/J DEFGRID3
* xyz 1 1
C 1.353 -0.905 0.442
N 0.391 -0.415 -0.420
C -0.668 0.358 0.061
N -1.473 1.028 -0.880
H 1.814 -0.104 1.056
H 2.133 -1.454 -0.077
H 0.843 -1.497 1.218
H -0.249 1.083 0.782
H -1.257 -0.304 0.734
H -1.904 0.425 -1.572
H -0.983 1.785 -1.343
*
```

Summary:
**Energy relative to the best compared isomer or geometry (same formula, charge and spin)**: 111.3 kcal per mole
**Maximum force**: 0.59 eV Å⁻¹

These are the Löwdin partial charges, in e, on atoms 1 to 5: atom 1 (C): -0.03, atom 2 (N): 0.23, atom 3 (C): -0.29, atom 4 (N): 0.06, atom 5 (H): 0.16

=====

Record 8
A single C4H4O2S2 molecule at a distorted geometry, computed with ωB97M-V with the def2-TZVPD basis set.

ORCA input file:
```
! wB97M-V def2-TZVPD RIJCOSX def2/J DEFGRID3
* xyz 0 1
C -0.878 2.156 1.441
C 0.476 1.513 1.457
C 0.359 -0.479 -0.439
C -0.049 -1.895 -0.835
H -1.787 1.635 1.051
H 0.942 1.826 0.496
H 1.086 1.841 2.272
H -0.239 -2.593 -0.028
O -0.908 3.351 1.731
O 0.763 0.336 -1.264
S 0.338 -0.207 1.314
S -0.232 -2.291 -2.393
*
```

Summary:
**SMILES**: O=CCSC(=O)C=S
**Energy relative to the best compared isomer or geometry (same formula, charge and spin)**: 28.2 kcal per mole
**Maximum force**: 3.52 eV Å⁻¹

These are the Löwdin partial charges, in e, on atoms 1 to 5: atom 1 (C): -0.29, atom 2 (C): -0.47, atom 3 (C): -0.76, atom 4 (C): -0.63, atom 5 (H): 0.13

=====

Record 9
A molecular structure, C25H29BrN3O3RuS3 at a distorted geometry, computed with ωB97M-V with the def2-TZVPD basis set.

ORCA input file:
```
! wB97M-V def2-TZVPD RIJCOSX def2/J DEFGRID3
* xyz 1 5
Ru -0.181 0.254 0.122
C -4.278 -4.306 5.008
C -4.815 -3.046 4.312
C -5.861 -3.479 3.279
C -5.488 -2.142 5.359
C -3.665 -2.294 3.668
C -3.742 -1.790 2.366
C -2.634 -1.196 1.824
Br -2.658 -0.386 0.048
C -1.385 -1.064 2.482
O -0.353 -0.671 1.829
C -1.381 -1.393 3.872
C -2.497 -2.027 4.387
C -0.260 -0.958 4.805
C 0.897 -0.244 4.104
C 0.302 -2.165 5.568
C -0.897 0.032 5.798
H -5.105 -4.871 5.430
H -3.599 -4.068 5.820
H -3.757 -4.941 4.297
H -6.589 -4.130 3.752
H -5.396 -4.031 2.466
H -6.398 -2.627 2.872
H -6.320 -2.672 5.814
H -5.870 -1.234 4.900
H -4.795 -1.862 6.147
H -4.640 -1.859 1.779
H -2.465 -2.318 5.424
H 1.417 -0.907 3.415
H 1.619 0.101 4.843
H 0.551 0.631 3.554
H 0.716 -2.899 4.880
H -0.464 -2.649 6.166
H 1.095 -1.834 6.235
H -1.332 0.877 5.270
H -0.139 0.408 6.480
H -1.679 -0.443 6.383
O 4.905 -1.454 -1.432
C 5.133 -0.300 -0.826
C 6.455 0.174 -0.829
C 6.780 1.359 -0.217
C 5.794 2.116 0.422
C 4.490 1.669 0.439
C 4.125 0.470 -0.181
C 2.712 0.071 -0.156
O 1.855 0.772 0.454
N 2.423 -1.071 -0.785
N 1.146 -1.442 -0.793
C 0.864 -2.608 -1.276
S 2.103 -3.681 -1.892
C 0.912 -4.843 -2.650
C -0.316 -4.891 -1.773
S -0.777 -3.167 -1.353
H 3.947 -1.675 -1.376
H 7.201 -0.419 -1.333
H 7.804 1.698 -0.228
H 6.059 3.048 0.896
H 3.711 2.245 0.919
H 1.410 -5.810 -2.726
H 0.682 -4.472 -3.650
H -0.125 -5.420 -0.838
H -1.166 -5.339 -2.286
S -0.932 3.394 -3.131
C -0.545 2.256 -2.114
N -0.235 1.388 -1.367
*
```

Summary:
**Maximum force**: 3.15 eV Å⁻¹

These are the Löwdin partial charges, in e, on atoms 1 to 5: atom 1 (Ru): 1.20, atom 2 (C): -0.04, atom 3 (C): -0.56, atom 4 (C): -0.06, atom 5 (C): -0.03

=====

Record 10
5 unconnected molecules or ions with the total composition C29H39FN4O2S at a distorted geometry, computed with ωB97M-V with the def2-TZVPD basis set.

ORCA input file:
```
! wB97M-V def2-TZVPD RIJCOSX def2/J DEFGRID3
* xyz 0 1
C 6.266 -0.644 1.415
C 5.616 0.198 0.283
F 5.074 -0.577 -0.724
C 4.635 1.233 0.836
C 3.306 0.677 1.324
C 2.987 -0.605 1.414
C 1.603 -0.961 1.883
O 1.383 -1.920 2.594
C 0.528 0.008 1.423
C -0.749 -0.373 1.063
S -1.292 -2.073 1.128
C -1.635 0.585 0.630
C -1.301 1.906 0.553
C -0.027 2.297 0.910
C 0.860 1.350 1.335
C 2.277 1.719 1.700
O 2.578 2.753 2.264
H 5.815 -1.634 1.447
H 7.339 -0.700 1.225
H 6.140 -0.090 2.346
H 6.432 0.775 -0.167
H 5.063 1.824 1.649
H 4.380 1.924 0.019
H 3.668 -1.396 1.132
H -1.118 -2.654 -0.082
H -2.644 0.325 0.327
H -1.987 2.665 0.189
H 0.316 3.325 0.868
C 0.832 -7.930 1.544
C 1.280 -6.525 1.156
C 0.127 -5.518 1.130
C -0.855 -5.819 0.091
N -1.625 -6.053 -0.729
H 0.135 -8.342 0.812
H 1.691 -8.600 1.597
H 0.343 -7.930 2.520
H 1.774 -6.557 0.182
H 2.023 -6.180 1.878
H 0.528 -4.518 0.949
H -0.363 -5.490 2.101
C -2.909 -3.712 6.759
C -1.694 -3.267 5.951
C -1.874 -3.456 4.442
C -1.988 -4.865 4.075
N -2.076 -5.973 3.787
H -3.092 -4.782 6.646
H -2.752 -3.513 7.820
H -3.807 -3.176 6.445
H -0.812 -3.811 6.294
H -1.511 -2.208 6.146
H -1.016 -3.023 3.922
H -2.757 -2.913 4.098
C -3.450 5.239 -3.140
C -3.620 3.741 -3.360
C -4.690 3.118 -2.457
C -4.322 3.182 -1.045
N -4.031 3.230 0.065
H -3.101 5.457 -2.129
H -2.713 5.639 -3.835
H -4.391 5.770 -3.300
H -2.662 3.242 -3.203
H -3.903 3.566 -4.400
H -4.832 2.072 -2.735
H -5.649 3.617 -2.609
C 0.655 6.754 -6.814
C 0.488 5.256 -7.044
C -0.588 4.629 -6.153
C -0.235 4.684 -4.735
N 0.046 4.731 -3.623
H 0.994 6.966 -5.799
H 1.396 7.161 -7.502
H -0.285 7.283 -6.979
H 1.445 4.755 -6.883
H 0.214 5.088 -8.087
H -0.728 3.584 -6.438
H -1.545 5.131 -6.312
*
```

Summary:
**SMILES**: C[C@@H](F)CC1=CC(=O)c2c(S)cccc2C1=O.CCCC#N.CCCC#N.CCCC#N.CCCC#N
**Maximum force**: 1.98 eV Å⁻¹

These are the Löwdin partial charges, in e, on atoms 1 to 5: atom 1 (C): -0.02, atom 2 (C): -0.38, atom 3 (F): -0.01, atom 4 (C): -0.08, atom 5 (C): -0.12

=====

Record 11
A single C13H14N4OS2 molecule at a distorted geometry, computed with ωB97M-V with the def2-TZVPD basis set.

ORCA input file:
```
! wB97M-V def2-TZVPD RIJCOSX def2/J DEFGRID3
* xyz 0 1
C -4.834 -0.645 0.799
C -3.559 -0.912 1.588
H -3.785 -0.954 2.654
H -3.133 -1.874 1.294
C -2.513 0.183 1.371
N -2.117 0.287 -0.008
C -1.379 -0.590 -0.746
N -1.230 -0.199 -1.972
N -1.891 0.992 -2.042
C -2.457 1.345 -0.850
O -3.098 2.328 -0.571
H -1.878 1.526 -2.893
S -0.729 -2.064 -0.094
C 0.689 -2.251 -1.240
C 1.794 -1.367 -0.816
N 1.722 -0.094 -0.757
C 2.878 0.475 -0.313
C 3.106 1.838 -0.147
C 4.338 2.252 0.311
C 5.344 1.333 0.606
C 5.140 -0.024 0.450
C 3.905 -0.448 -0.010
S 3.341 -2.064 -0.307
H 5.916 -0.738 0.678
H 6.299 1.686 0.964
H 4.531 3.306 0.445
H 2.319 2.537 -0.378
H 0.981 -3.299 -1.207
H 0.310 -1.973 -2.223
H -2.924 1.161 1.638
H -1.625 -0.021 1.977
H -4.636 -0.655 -0.271
H -5.245 0.329 1.057
H -5.580 -1.406 1.014
*
```

Summary:
**SMILES**: CCCn1c(SCc2nc3ccccc3s2)n[nH]c1=O
**Energy relative to the best compared isomer or geometry (same formula, charge and spin)**: 0.0 kcal per mole
**Maximum force**: 1.05 eV Å⁻¹

These are the Löwdin partial charges, in e, on atoms 1 to 5: atom 1 (C): -0.09, atom 2 (C): -0.24, atom 3 (H): 0.11, atom 4 (H): 0.07, atom 5 (C): -0.16

=====

Record 12
A molecular structure, C5H13N at a distorted geometry, computed with ωB97M-V with the def2-TZVPD basis set.

ORCA input file:
```
! wB97M-V def2-TZVPD RIJCOSX def2/J DEFGRID3
* xyz 0 1
C -2.831 -0.087 -0.107
N -2.055 0.342 1.045
C 0.713 0.686 -0.447
C 1.748 0.014 0.225
C 1.249 -0.070 -1.745
C 1.566 -0.666 1.560
H -3.143 -1.137 -0.025
H -3.754 0.470 -0.254
H -2.250 -0.041 -1.041
H -2.274 1.326 1.172
H 0.778 1.758 -0.571
H -1.052 0.359 0.807
H 2.783 0.318 -0.004
H 2.248 0.235 -2.074
H 1.263 -1.169 -1.694
H 0.525 0.131 -2.547
H 0.702 -1.324 1.537
H 2.405 -1.283 1.890
H 1.378 0.136 2.274
*
```

Summary:
**Energy relative to the best compared isomer or geometry (same formula, charge and spin)**: 131.6 kcal per mole
**Maximum force**: 3.48 eV Å⁻¹

These are the Löwdin partial charges, in e, on atoms 1 to 5: atom 1 (C): -0.22, atom 2 (N): -0.08, atom 3 (C): -0.21, atom 4 (C): -0.18, atom 5 (C): -0.14

=====

Number 1: DFT total energy -140095.9579 eV. Number 2: DFT total energy -26138.5648 eV. Number 3: DFT total energy -12340.6602 eV. Number 4: DFT total energy -39282.1989 eV. Number 5: DFT total energy -10225.5130 eV. Number 6: DFT total energy -11822.3779 eV. Number 7: DFT total energy -5156.6406 eV. Number 8: DFT total energy -29976.5048 eV. Number 9: DFT total energy -142131.0713 eV. Number 10: DFT total energy -54312.3095 eV. Number 11: DFT total energy -43387.4672 eV. Number 12: DFT total energy -6880.4902 eV.